Entry from the Open Molecules 2025 dataset: a structure of composition C27H22N6O2RuS in a non-equilibrium geometry (wB97M-V/def2-TZVPD).

As for the spin multiplicity: 2. The value obtained for the lowest unoccupied orbital energy (alpha / beta) is 0.104 / 0.103 hartree. As for the total energy: -54808.3626 eV. Its charge is -1. The expectation value of S² is 1.0649. The orbital gap (alpha / beta) comes out at 5.0 / 5.3 eV. The value obtained for the HOMO energy (alpha / beta) is -2.20 / -2.45 eV.

Last column: Mulliken spin population.
Cartesian coordinates (Å):
Ru1 -0.1116 -0.2292 0.7755  0.320
C1 3.6648 -2.1913 -0.5275  0.191
C2 3.8841 -3.1245 0.5126  -0.020
C3 3.0358 -3.1541 1.5796  0.081
C4 1.9358 -2.2566 1.6438  0.083
N1 1.7187 -1.3794 0.6046  0.194
C5 2.5699 -1.3626 -0.4219  -0.082
C6 1.0509 -2.1490 2.7383  0.134
C7 1.1399 -2.9143 3.9319  0.056
C8 0.2915 -2.6688 4.9697  -0.002
C9 -0.6811 -1.6495 4.8510  0.209
C10 -0.7507 -0.9650 3.6598  -0.093
N2 0.0664 -1.1902 2.6271  0.101
H1 4.3153 -2.1305 -1.3883  0.019
H2 4.7234 -3.8085 0.4668  0.001
H3 3.2080 -3.8448 2.3937  0.026
H4 2.3438 -0.6367 -1.1951  0.000
H5 1.8993 -3.6788 4.0178  0.027
H6 0.3652 -3.2514 5.8805  0.006
H7 -1.3673 -1.4169 5.6525  0.022
H8 -1.4931 -0.1926 3.5012  0.023
N3 4.6959 -1.8919 4.7106  0.009
C11 4.0276 -0.7800 4.1839  -0.024
C12 4.4493 -0.2166 2.9787  -0.002
C13 3.7321 0.8133 2.4041  -0.021
C14 2.5974 1.3016 3.0358  0.046
C15 2.1835 0.7689 4.2447  -0.028
C16 2.8962 -0.2710 4.8181  -0.003
S1 1.6854 2.6184 2.2905  0.004
O1 0.7581 3.1211 3.2758  0.001
O2 2.6364 3.5417 1.7229  0.000
N4 0.9273 1.7716 1.1338  0.002
C17 0.1593 2.3647 0.2061  0.025
N5 -0.4739 1.4115 -0.5511  -0.026
C18 -1.3140 1.8104 -1.4888  0.026
C19 -1.5299 3.1580 -1.7306  -0.001
C20 -0.8416 4.0491 -0.9192  0.004
N6 -0.0091 3.6818 0.0453  -0.004
H9 5.6577 -1.9742 4.4219  0.001
H10 4.5881 -2.0112 5.7052  0.000
H11 5.3164 -0.6229 2.4712  0.003
H12 4.0452 1.2411 1.4605  0.004
H13 1.2933 1.1624 4.7165  0.008
H14 2.5540 -0.7162 5.7453  0.012
H15 -1.8212 1.0289 -2.0425  -0.002
H16 -2.2086 3.4942 -2.4999  0.000
H17 -0.9728 5.1201 -1.0435  0.000
C21 -1.2990 -1.3814 0.2069  -0.208
C22 -2.2365 -2.3146 -0.1877  0.083
C23 -3.4441 -2.5126 0.5542  -0.076
C24 -4.3864 -3.4208 0.1368  0.039
C25 -4.2052 -4.1762 -1.0285  -0.100
C26 -3.0296 -3.9991 -1.7643  0.040
C27 -2.0628 -3.1050 -1.3665  -0.089
H18 -3.5968 -1.9303 1.4543  -0.002
H19 -5.2893 -3.5520 0.7232  0.002
H20 -4.9572 -4.8843 -1.3506  -0.012
H21 -2.8691 -4.5831 -2.6642  0.002
H22 -1.1513 -2.9874 -1.9394  -0.010